# 1
Density functional theory data (wB97M-V/def2-TZVPD) for a structure of composition C24H15AsCl3F6N2OS6SiTc.

```
60
Properties=species:S:1:pos:R:3:forces:R:3:mulliken_charge:R:1
Tc -0.907203 0.764012 -0.891258 -0.310 0.522 0.355 -0.01
S -4.105298 0.543403 4.011746 0.038 0.009 -0.172 -0.12
C -4.633610 0.427687 5.623743 -0.137 0.005 -0.015 -0.34
C -3.593280 0.366903 6.494920 0.197 -0.019 0.144 -0.60
C -2.336855 0.415366 5.839661 0.049 -0.010 0.370 -0.47
C -2.443921 0.512960 4.483399 0.011 0.005 -0.343 0.26
C -1.358014 0.574084 3.502520 -0.175 -0.008 0.235 0.93
C -1.643744 0.632483 2.129345 -0.032 0.081 -0.336 -0.77
N -0.699357 0.688112 1.204950 0.278 -0.213 -0.113 0.81
C 0.605853 0.672522 1.576629 -0.242 -0.022 -0.195 0.30
C 0.994346 0.610326 2.903507 0.089 -0.013 0.312 0.30
C 2.404652 0.580222 3.196920 -0.071 -0.035 0.140 -1.14
C 3.320698 0.599860 2.207718 0.135 -0.023 -0.107 -1.26
C 2.920302 0.659307 0.823725 0.387 0.017 0.100 0.34
C 3.809330 0.676209 -0.260639 0.113 -0.029 0.067 -0.45
C 3.355461 0.728888 -1.571951 0.132 0.004 -0.094 0.65
C 1.967814 0.773477 -1.762611 -0.261 -0.006 0.189 -0.53
N 1.111972 0.769872 -0.738560 -0.060 -0.144 -0.402 0.76
C 1.568952 0.704472 0.541947 -0.296 0.055 -0.160 -0.07
C 4.249905 0.745298 -2.728838 0.018 -0.030 0.232 0.23
C 3.913407 0.811660 -4.053264 -0.113 0.034 -0.292 -0.35
C 5.041150 0.798230 -4.910466 -0.226 0.015 -0.105 -0.69
C 6.210102 0.721462 -4.221070 0.168 -0.003 -0.007 -0.34
S 5.959690 0.665761 -2.542643 0.041 -0.015 0.178 -0.19
C -0.022234 0.569055 3.867617 0.121 -0.043 0.149 -0.46
H -5.690226 0.411467 5.845434 0.059 0.000 -0.018 0.45
H -3.716003 0.287375 7.565860 0.018 0.011 -0.059 0.41
H -1.394868 0.379104 6.372844 -0.088 -0.008 -0.025 0.37
H -2.667506 0.637943 1.772317 0.019 -0.032 -0.004 0.34
H 2.718425 0.525900 4.232543 -0.026 0.021 -0.045 0.50
H 4.378606 0.564222 2.438681 -0.046 0.011 -0.022 0.49
H 4.874926 0.641620 -0.058376 -0.043 0.011 -0.012 0.53
H 1.531494 0.837961 -2.749646 0.018 -0.025 0.025 0.27
H 2.896096 0.879984 -4.422171 0.111 -0.035 0.025 0.43
H 4.986846 0.843460 -5.988810 -0.011 -0.001 0.053 0.42
H 7.215312 0.695499 -4.615144 -0.061 0.000 0.023 0.46
H 0.253239 0.520080 4.914494 -0.011 0.012 -0.046 0.46
S 0.816864 3.091238 -4.217441 -0.432 -0.254 0.142 -0.13
As -1.169643 2.692535 -4.039164 0.283 0.490 -0.688 0.39
S -1.617176 0.609691 -3.310181 -1.249 0.405 0.262 -0.30
S -1.249047 2.789232 -0.985133 -0.058 -0.632 0.446 -0.22
S -2.766097 3.837082 -4.507641 0.364 -0.282 0.008 -0.17
C -2.129939 -3.167536 -1.921762 -0.042 -0.050 -0.077 -1.54
C -1.294574 -2.458901 -0.875801 -0.048 0.515 0.103 0.48
O -1.412860 -1.037520 -0.978829 0.448 -0.097 0.209 0.37
C -1.770464 -2.851297 0.543902 -0.106 0.059 -0.099 0.54
F -3.058706 -2.494467 0.679261 0.081 -0.015 0.022 -0.23
F -1.083246 -2.218061 1.502510 0.036 -0.008 0.019 -0.16
F -1.664661 -4.157079 0.739401 -0.019 0.029 0.010 -0.24
C 0.205128 -2.776730 -1.091536 -0.060 0.067 0.011 0.37
F 0.583062 -2.301748 -2.290538 0.012 -0.037 0.075 -0.28
F 0.976717 -2.174614 -0.170521 0.019 -0.002 -0.036 -0.18
F 0.436380 -4.078693 -1.051980 0.015 0.073 -0.021 -0.24
H -3.177463 -2.907444 -1.797730 0.099 -0.103 -0.011 0.36
H -2.023309 -4.246953 -1.819710 0.028 0.029 -0.003 0.43
H -1.796304 -2.871990 -2.914756 -0.019 -0.001 -0.013 0.39
Cl -4.439066 -0.653157 -1.705814 -0.354 -0.002 0.149 -0.02
Si -4.167925 0.893783 -2.921972 1.785 -0.245 -0.621 0.56
Cl -4.664869 2.611235 -2.070808 -0.135 0.003 0.238 -0.06
Cl -4.609238 0.635151 -4.828856 -0.438 -0.042 -0.151 -0.06
```
Forces are in eV/Å.

Net charge: +2
Kohn-Sham gap (spin up / spin down): 4.6 / 4.6 eV

# 2
Density functional theory data (wB97M-V/def2-TZVPD) for a structure of composition C24H15BrN4OS3Sc.

```
49
Properties=species:S:1:pos:R:3:forces:R:3:mulliken_charge:R:1
Sc 0.529872 1.330578 0.344463 -0.555 0.018 0.303 0.59
Br 6.594895 -0.807288 -3.609517 0.080 -0.025 -0.051 -0.15
C 5.219500 -0.388448 -2.398826 -0.139 0.068 0.016 -0.28
C 5.358000 -0.716824 -1.046318 -0.021 -0.014 0.069 -0.30
C 4.361737 -0.420852 -0.138583 0.045 -0.064 -0.149 -0.75
C 3.197272 0.207745 -0.572517 -0.293 0.056 0.213 0.73
O 2.225968 0.497575 0.290537 0.470 -0.135 -0.118 -0.53
C 3.051780 0.549458 -1.931368 -0.010 0.095 -0.194 0.08
C 1.922147 1.280431 -2.427059 0.118 -0.009 -0.052 0.15
N 0.904200 1.656609 -1.723731 -0.181 0.035 -0.138 -0.04
C -0.134569 2.462793 -2.267318 0.189 -0.048 0.042 -0.33
C -0.629135 2.377360 -3.537105 -0.060 0.029 -0.057 -0.33
C -1.670829 3.236299 -3.952983 0.048 -0.044 0.016 -0.86
C -2.203432 4.156089 -3.096748 0.043 -0.025 0.037 -0.93
C -1.722226 4.249517 -1.767958 -0.049 0.106 -0.037 1.20
C -2.212333 5.183951 -0.826787 -0.046 0.014 -0.039 -0.58
C -1.697905 5.219091 0.437615 0.090 -0.085 0.017 -0.63
C -0.706075 4.288227 0.785439 -0.074 0.086 0.009 -0.21
N -0.216272 3.407611 -0.062982 0.098 -0.030 0.001 -0.11
C -0.695124 3.389670 -1.349656 0.030 0.068 -0.018 0.50
C 4.084195 0.245185 -2.839056 0.076 -0.061 0.074 -0.72
H 6.259200 -1.210210 -0.708356 0.012 -0.002 -0.018 0.42
H 4.458682 -0.679604 0.906325 0.012 0.008 0.008 0.47
H 1.962380 1.577188 -3.476245 0.010 -0.007 0.009 0.48
H -0.240160 1.636787 -4.223988 0.000 0.003 -0.006 0.55
H -2.045808 3.152643 -4.963284 -0.007 -0.001 -0.002 0.42
H -2.998877 4.815328 -3.416954 -0.005 0.013 0.003 0.42
H -2.998157 5.868329 -1.121388 0.000 -0.001 -0.010 0.45
H -2.048871 5.923988 1.176232 -0.005 0.001 0.004 0.41
H -0.320283 4.262788 1.798520 0.007 0.002 -0.011 0.43
H 3.979681 0.517467 -3.881246 -0.001 -0.009 -0.013 0.47
S 0.880115 -2.544712 4.225345 -0.147 -0.070 0.011 -0.25
C -0.219823 -1.938236 3.187223 0.032 -0.240 -0.245 0.15
S -0.198454 -0.271677 2.612217 0.106 0.575 0.318 -0.03
C -1.468820 -0.592342 1.477020 -0.364 -0.064 -0.382 0.38
N -1.952262 -1.774854 1.569360 0.280 -0.038 0.220 -0.75
N -1.298852 -2.491713 2.562172 -0.035 0.057 -0.085 0.69
C -1.767616 -3.828675 2.800031 0.044 0.132 0.075 0.36
C -2.048353 -4.221617 4.097359 -0.036 -0.101 0.001 -0.36
C -2.516819 -5.507207 4.320154 0.019 0.025 -0.022 -0.59
C -2.705041 -6.375018 3.253718 0.004 0.011 0.009 -0.47
C -2.424715 -5.959778 1.959523 -0.008 -0.014 -0.003 -0.54
C -1.950874 -4.678685 1.723658 -0.020 -0.072 0.003 -0.34
S -1.867703 0.631365 0.284193 0.219 -0.296 0.206 -0.22
H -1.903112 -3.536880 4.920175 0.017 0.026 0.001 0.43
H -2.738677 -5.826493 5.329095 -0.008 -0.006 0.003 0.37
H -3.075727 -7.375424 3.431377 0.007 -0.006 -0.002 0.39
H -2.573780 -6.636381 1.129074 -0.004 0.004 -0.006 0.36
H -1.738943 -4.341152 0.719149 0.013 0.036 -0.005 0.41
```
Forces are in eV/Å.

Net charge: +1
Kohn-Sham gap: 6.2 eV

# 3
Density functional theory data (wB97M-V/def2-TZVPD) for a structure of composition C24H15IrN6O4.

```
50
Properties=species:S:1:pos:R:3:forces:R:3:mulliken_charge:R:1
Ir -0.975610 -0.583117 -0.502738 -0.332 0.493 0.738 1.14
O -4.245411 -1.351058 -2.777985 0.645 0.776 0.153 -0.52
C -3.298625 -0.859784 -2.227177 -0.937 0.579 -1.162 0.28
N -2.556286 -1.452770 -1.219608 1.540 0.753 0.485 0.40
C -2.897030 -2.736712 -0.832510 -0.361 -1.496 0.469 0.28
O -3.810580 -3.380849 -1.266027 0.683 0.081 0.578 -0.51
C -1.935902 -3.207224 0.216022 -0.288 -0.863 0.203 0.38
C -2.094088 -4.462495 0.792513 0.199 0.615 -0.162 -0.71
C -1.195561 -4.846638 1.772402 0.169 0.126 0.059 -0.31
C -0.181964 -3.967283 2.136905 -0.170 -0.070 -0.122 -0.85
C -0.084829 -2.739178 1.502739 0.209 -0.212 0.286 0.12
N -0.942042 -2.361151 0.553709 0.225 -0.106 0.273 -0.17
C -2.731258 0.490981 -2.530183 -0.492 0.369 -0.683 0.36
C -3.329884 1.300942 -3.488983 0.371 -0.255 0.483 -0.69
C -2.781522 2.550128 -3.721415 0.189 0.063 0.115 -0.32
C -1.665140 2.940055 -2.989752 -0.164 -0.140 -0.078 -0.84
C -1.119191 2.067720 -2.062039 0.072 0.355 -0.143 0.13
N -1.635720 0.859203 -1.834618 0.129 0.340 -0.060 -0.17
H -2.904363 -5.099919 0.469651 -0.060 0.064 -0.074 0.50
H -1.288830 -5.815114 2.240008 0.048 -0.047 0.084 0.49
H 0.528292 -4.233877 2.903771 0.079 0.035 0.031 0.43
H 0.699700 -2.042875 1.763078 0.018 0.062 -0.034 0.44
H -4.199118 0.944022 -4.022144 -0.023 -0.103 0.049 0.51
H -3.220899 3.203425 -4.460053 0.017 0.101 -0.026 0.49
H -1.220595 3.910991 -3.140568 0.081 0.050 0.025 0.43
H -0.246915 2.346309 -1.487828 0.041 -0.045 0.042 0.43
O 5.840379 1.290457 0.901397 0.233 0.361 0.408 -0.59
N 5.044438 2.071562 1.385506 0.406 0.415 -0.011 0.98
O 5.278854 3.115840 1.948661 0.608 -0.202 -0.122 -0.54
C 3.644090 1.735296 1.284614 -2.015 0.623 1.218 -0.36
C 2.797804 2.351707 2.198003 1.988 -0.715 -1.101 -0.75
C 1.438882 2.035400 2.229336 -1.572 -0.746 -0.471 0.85
C 0.550734 2.556027 3.203548 0.357 -0.225 -0.451 -0.70
C -0.766882 2.198245 3.162911 -0.134 -0.196 -0.207 -0.85
C -1.223310 1.331918 2.153054 -0.018 0.097 0.132 -0.32
N -0.409337 0.826983 1.243320 -0.416 -1.362 -1.770 -0.13
C 0.900094 1.140798 1.259160 0.894 0.685 0.563 0.00
C 1.761642 0.563223 0.269442 0.778 0.405 0.398 0.45
N 1.209103 -0.237903 -0.664576 -1.520 -0.510 -0.291 -0.28
C 1.969658 -0.784929 -1.617359 -0.425 0.073 0.291 -0.37
C 3.342096 -0.576898 -1.664891 0.215 0.406 0.472 -0.82
C 3.940814 0.219219 -0.706903 0.120 -0.229 -0.452 -0.61
C 3.160180 0.832116 0.290275 -0.744 -0.279 -0.175 0.65
H 3.216291 3.058198 2.901289 0.014 -0.037 0.018 0.59
H 0.944040 3.219227 3.958608 -0.062 0.101 0.123 0.51
H -1.466006 2.568850 3.892292 -0.151 0.039 0.071 0.46
H -2.267471 1.056398 2.097957 -0.015 -0.070 -0.063 0.53
H 1.481480 -1.405756 -2.358595 -0.139 0.032 0.109 0.52
H 3.934367 -1.028392 -2.444811 -0.023 -0.075 -0.063 0.48
H 5.011432 0.388682 -0.709407 -0.270 -0.114 -0.152 0.60
```
Forces are in eV/Å.

Net charge: +2
Kohn-Sham gap: 7.2 eV

# 4
Density functional theory data (wB97M-V/def2-TZVPD) for a structure of composition C24H16BBrN4O4PdS.

```
52
Properties=species:S:1:pos:R:3:forces:R:3:mulliken_charge:R:1
Pd 2.061995 0.505904 -1.071911 0.025 0.015 -0.170 0.28
Br -7.141294 -2.638101 5.122230 -0.001 0.000 0.006 -0.26
C -6.716800 -1.615961 3.568895 -0.025 0.020 -0.076 0.12
C -7.583756 -1.612834 2.488288 -0.007 -0.035 0.075 -0.47
C -7.272392 -0.865294 1.368516 0.085 0.061 -0.081 -0.31
C -6.083870 -0.115076 1.276554 -0.116 -0.278 0.145 0.04
C -5.223380 -0.148345 2.395741 -0.027 0.056 -0.036 0.20
C -5.543263 -0.878360 3.524663 0.038 0.002 0.023 -0.58
N -5.965494 0.746646 0.201084 0.214 0.323 -0.026 -1.05
N -4.839406 1.164099 -0.275862 -0.326 -0.062 -0.083 -0.18
C -3.687399 0.488576 -0.270990 0.226 -0.114 0.060 -0.21
C -3.527405 -0.906985 -0.011383 -0.118 0.109 0.011 -0.17
C -2.330004 -1.531395 -0.062846 0.098 0.000 -0.060 -0.99
C -1.095657 -0.829911 -0.379545 -0.016 0.064 0.090 0.59
O -0.003457 -1.382295 -0.369332 -0.102 -0.072 -0.094 -0.61
C -1.246891 0.610472 -0.738500 0.025 -0.076 -0.019 -0.17
N -0.126571 1.265542 -1.097296 0.037 -0.010 0.123 -0.21
C -0.211935 2.532479 -1.449572 0.053 -0.044 -0.026 -0.16
C -1.424909 3.223765 -1.466008 -0.028 0.033 -0.008 -0.86
C -2.571098 2.576543 -1.083290 0.027 0.012 0.008 -0.33
C -2.507705 1.225046 -0.706008 -0.052 -0.025 0.008 1.28
H -8.501194 -2.186367 2.524048 0.004 -0.002 0.005 0.37
H -7.954210 -0.829478 0.527811 -0.003 -0.012 0.004 0.37
H -4.297031 0.409785 2.379361 0.009 0.007 -0.038 0.37
H -4.868966 -0.878344 4.371421 -0.009 -0.006 0.003 0.39
H -4.416173 -1.488685 0.194296 0.022 -0.026 0.008 0.42
H -2.236156 -2.597194 0.103788 -0.029 0.000 0.004 0.42
H 0.717537 3.013110 -1.728823 -0.007 0.010 -0.008 0.41
H -1.442903 4.261578 -1.773208 -0.004 0.000 0.004 0.36
H -3.530579 3.074245 -1.062396 -0.001 -0.001 -0.005 0.46
C 2.176455 -0.603263 1.705650 0.035 -0.011 0.011 -1.16
C 2.237698 0.690869 0.892964 -0.015 -0.126 0.056 0.58
O 2.275269 1.744767 1.506341 -0.020 0.047 -0.056 -0.70
H 1.548452 -0.447154 2.587203 0.008 -0.006 0.015 0.38
H 3.194896 -0.829589 2.033978 0.011 0.016 -0.004 0.24
H 1.809155 -1.436102 1.108763 0.009 0.054 0.047 0.27
S 1.881492 0.312941 -6.009763 0.004 0.000 0.030 -0.55
C 1.934476 0.338391 -4.359052 0.015 0.012 -0.050 0.28
N 1.972424 0.361001 -3.197153 -0.059 -0.005 0.048 -0.65
O 4.689173 -0.899619 -0.297082 0.014 -0.006 -0.009 -0.41
B 4.003818 0.164504 -0.970426 -0.021 0.071 0.080 0.43
O 5.007849 0.928382 -1.640191 0.043 0.000 -0.007 -0.46
C 6.202210 0.345510 -1.384882 0.006 0.006 -0.006 0.68
C 7.457061 0.714306 -1.815758 -0.016 -0.001 0.003 -0.96
C 8.534569 -0.071846 -1.396979 0.009 -0.001 -0.002 -0.42
C 8.343200 -1.178804 -0.581062 0.007 0.003 -0.003 -0.45
C 7.064805 -1.546671 -0.150148 -0.006 0.002 0.000 -0.92
C 6.010370 -0.765960 -0.567353 -0.016 0.000 -0.002 0.74
H 7.591354 1.576058 -2.455981 0.002 0.000 0.000 0.43
H 9.536341 0.186951 -1.718256 0.001 -0.001 0.001 0.34
H 9.197992 -1.769525 -0.274318 -0.002 -0.001 0.001 0.34
H 6.901321 -2.408310 0.483774 -0.003 0.001 0.000 0.43
```
Forces are in eV/Å.

Net charge: -2
Kohn-Sham gap: 5.6 eV
Energy relative to the best compared isomer or geometry (same formula, charge and spin): 0.0 kJ/mol